Entry 1:
ORCA calculation (ωB97M-V/def2-TZVPD) on 2 unconnected molecules or ions with the total composition C3H3N at a distorted geometry.

Each line ends with the Löwdin charge.
Cartesian coordinates (Å):
C (2.077496, -0.176047, -0.040783)  0.08
H (2.701223, -1.046822, -0.109934)  0.02
C (-1.820646, -0.876790, 0.116480)  -0.04
N (-2.227470, 0.220451, -0.074043)  0.02
H (-1.850419, 1.141539, 0.128625)  0.07
C (0.795241, 0.003591, -0.001099)  0.00
H (0.324575, 0.734076, -0.019243)  -0.15

Cartesian forces (eV/Å) of the 3 atoms listed first:
-6.4 -1.7 0.2
1.0 0.4 0.0
-0.8 0.6 -0.3

For the relative energy (zero: lowest compared OMol25 entry of this formula, charge and spin), the calculation gives 512.23 kJ/mol. The calculation puts the gap between HOMO and LUMO at 10.422 eV. The spin multiplicity is 1. The total charge is 0. The max |F| comes out at 0.347 Eh/bohr. Its LUMO energy is -0.198 eV.

---

Entry 2:
ORCA calculation (ωB97M-V/def2-TZVPD) on 2 unconnected molecules or ions with the total composition C7H7N5 at a distorted geometry.

Each line ends with the Löwdin charge.
Cartesian coordinates (Å):
N (1.371211, -2.485663, 0.533548)  0.16
N (1.976805, 0.178185, -2.280395)  0.02
H (-3.378905, -0.873716, 2.354523)  0.12
C (1.845369, 1.423614, -2.827257)  -0.18
C (0.752468, -1.473055, 0.449971)  -0.10
C (-1.711515, 0.429168, 2.204275)  -0.14
H (0.620935, 3.229845, -2.225426)  0.11
C (-2.403243, -0.709692, 1.933203)  -0.13
H (0.011297, 1.295643, -0.143607)  0.11
H (-1.772934, -2.563346, 1.203232)  0.20
N (-0.473565, 0.316068, 1.710368)  0.09
H (2.126001, 1.502907, -3.814721)  0.06
N (-1.578033, -1.539866, 1.343022)  0.10
H (-2.051842, 1.304146, 2.677832)  0.09
N (0.645925, 1.385952, -0.963726)  0.03
H (2.165473, -2.936878, -0.023193)  0.13
C (-0.419534, -0.896628, 1.107699)  -0.33
C (1.288279, 0.224581, -1.193888)  -0.22
C (0.985807, 2.188736, -2.045459)  -0.12

Cartesian forces (eV/Å) of the 3 atoms listed first:
1.9 -3.4 -0.1
0.4 -0.8 0.5
-0.2 -0.8 -0.5

For the relative energy (zero: lowest compared OMol25 entry of this formula, charge and spin), the calculation gives 336.70 kJ/mol. The calculation puts the gap between HOMO and LUMO (alpha / beta) at 8.285 / 8.282 eV. The spin multiplicity is 1. The total charge is 0. The max |F| comes out at 0.096 Eh/bohr. Its LUMO energy (alpha / beta) is 0.206 / 0.207 eV.

---

Entry 3:
ORCA calculation (ωB97M-V/def2-TZVPD) on 19 unconnected molecules or ions with the total composition CH39NO19 at a distorted geometry.

Each line ends with the Löwdin spin population.
Cartesian coordinates (Å):
O (-0.468131, -0.134784, -3.736448)  0.00
H (0.598246, -3.018222, 2.947506)  0.00
O (0.005205, -1.369587, 3.261298)  0.00
O (-2.431850, 3.744659, 0.691613)  0.00
H (3.558098, -2.884482, -1.995002)  0.00
O (-1.231414, 1.949629, 2.059437)  0.00
H (1.005647, 0.853670, -3.954458)  0.01
H (1.526015, 1.252195, 3.638506)  0.00
O (2.269233, 0.679179, 1.058651)  0.00
O (-2.486991, 0.013236, 3.548631)  0.00
H (0.122658, -4.174951, 2.054436)  0.00
H (3.435326, -3.146439, 2.779555)  0.00
H (-2.795800, -0.086071, 2.601883)  0.00
H (-0.964188, -1.340769, 3.493705)  0.00
O (-3.175915, -0.256221, 1.153659)  0.00
O (-4.740789, 2.194495, 0.587009)  0.00
H (0.320157, 0.309781, 3.758150)  0.00
N (1.723946, 1.347884, -3.360660)  0.56
H (-1.811475, 1.323316, 2.516759)  0.00
H (-0.372040, 1.910226, 2.696639)  0.00
H (2.512022, -3.830861, 1.905613)  0.00
H (1.113163, 0.278374, -0.056682)  0.00
O (0.578059, 1.240833, 3.774901)  0.00
H (-2.849633, -0.492869, 0.281142)  0.00
H (-2.545059, 2.061101, -2.003454)  0.00
H (0.101274, -1.164065, 2.310467)  0.00
H (1.555225, 1.277307, -2.342221)  0.01
H (2.534073, 1.582426, 0.822626)  0.00
H (3.793459, -1.485856, -1.427834)  0.00
C (2.959295, 1.750140, -3.818340)  0.00
H (-1.673090, 3.399131, 1.251394)  0.00
O (-0.497594, -2.417360, -1.165651)  0.00
H (-3.192500, 0.709086, -1.638428)  0.00
O (-1.780678, 2.634529, -1.711054)  0.00
O (0.400720, -0.035383, -0.707919)  0.00
O (3.321179, -3.247999, 1.816775)  0.00
O (4.198309, -1.090049, 0.593337)  0.00
H (5.086911, -1.176535, 0.985132)  0.00
H (-5.548334, 2.650750, 0.814240)  0.00
O (0.895727, -3.883664, 2.570039)  0.00
O (3.409158, -1.939486, -2.162747)  0.00
H (-1.661771, 2.948810, -2.639093)  0.00
H (1.991762, -2.017577, -3.185682)  0.00
H (-3.186200, 0.195363, 4.166436)  0.00
H (3.769260, -1.955593, 0.838302)  0.00
H (-0.959600, -0.434154, -4.491000)  0.00
O (-3.943261, 1.272470, -1.862761)  0.00
H (0.887470, -2.297414, -2.176155)  0.00
H (-4.517995, 1.744215, -1.253334)  0.00
O (1.007485, -2.257661, -3.140095)  0.00
H (-0.005780, -0.945747, -3.342037)  0.00
H (-1.356605, -2.147271, -1.447642)  0.00
H (-0.191742, 0.754618, -0.722155)  0.00
H (-4.060970, 2.912706, 0.675775)  0.00
H (-2.198856, 3.342460, -0.164015)  0.00
O (3.228286, 1.629271, -4.996340)  0.42
H (3.048406, 0.111361, 0.880651)  0.00
H (3.568326, 2.214691, -3.082320)  0.00
H (-3.798061, 0.461920, 0.976789)  0.00
H (-0.077779, -1.518762, -0.927525)  0.00

Cartesian forces (eV/Å) of the 3 atoms listed first:
0.9 0.3 0.9
0.3 -0.6 -0.1
-0.7 -0.2 -0.2

The calculation puts the gap between HOMO and LUMO (alpha / beta) at 8.542 / 3.463 eV. The spin multiplicity is 2. The total charge is +1. The max |F| comes out at 0.062 Eh/bohr. The expectation value of S² is 0.789. Its LUMO energy (alpha / beta) is -3.900 / -8.980 eV.

---

Entry 4:
ORCA calculation (ωB97M-V/def2-TZVPD) on a single CH6N4 molecule at a distorted geometry.

Each line ends with the Löwdin charge.
Cartesian coordinates (Å):
N (-0.958712, 0.695810, 0.138086)  -0.04
H (1.587783, 0.487267, 1.156733)  0.07
N (0.391957, -1.285056, -0.134340)  0.06
N (-1.883608, -0.113433, 0.363642)  0.06
H (0.111554, 0.506439, -1.392851)  0.15
N (1.425206, 0.808701, 0.207739)  0.05
C (0.279933, 0.121432, -0.328455)  -0.60
H (-2.702151, 0.401616, 0.716478)  0.06
H (-0.529693, -1.709606, -0.164125)  0.05
H (1.252919, 1.807842, 0.226525)  0.07
H (1.024812, -1.721012, -0.789432)  0.08

Cartesian forces (eV/Å) of the 3 atoms listed first:
-2.1 -0.4 1.7
0.0 0.0 0.0
-0.2 0.0 0.1

For the relative energy (zero: lowest compared OMol25 entry of this formula, charge and spin), the calculation gives 75.27 kJ/mol. The calculation puts the gap between HOMO and LUMO at 10.144 eV. The spin multiplicity is 1. The total charge is 0. The max |F| comes out at 0.054 Eh/bohr. Its LUMO energy is 0.773 eV. As for the SMILES: [H]/N=N/C(N)N.